1.
Formula: C24H36P2RuSi
Source: OMol25
Level of theory: wB97M-V/def2-TZVPD

```
64
Properties=species:S:1:pos:R:3
C 0.679 2.094 3.422
C 1.028 2.663 2.148
C -0.168 2.860 1.399
H 2.038 2.907 1.837
C -1.280 2.410 2.181
C -0.767 1.955 3.461
H -1.352 1.674 4.325
H 1.346 1.870 4.247
H -0.241 3.314 0.421
H -2.329 2.445 1.913
Ru -0.096 0.493 2.028
C -0.178 -0.348 0.164
H -0.984 0.165 -0.384
H -0.153 -1.426 -0.008
H 0.840 0.076 0.014
Si -0.082 -0.644 -2.763
C 1.496 -0.652 -3.771
C 2.276 0.520 -3.703
H 1.911 1.397 -3.156
C 3.532 0.563 -4.316
H 4.130 1.474 -4.261
C 4.001 -0.558 -5.012
H 4.971 -0.518 -5.512
C 3.227 -1.727 -5.069
H 3.601 -2.595 -5.612
C 1.974 -1.787 -4.445
H 1.356 -2.691 -4.481
C -1.291 0.519 -3.595
C -1.013 1.000 -4.893
H -0.193 0.570 -5.478
C -1.775 2.038 -5.446
H -1.535 2.416 -6.444
C -2.848 2.584 -4.731
H -3.439 3.400 -5.161
C -3.173 2.065 -3.469
H -4.029 2.470 -2.930
C -2.416 1.024 -2.912
H -2.704 0.599 -1.950
H 0.602 0.186 -1.761
H -0.619 -1.876 -2.098
C -3.185 -1.074 1.513
P -1.733 -0.966 2.613
C -2.422 -0.632 4.258
C -0.941 -2.648 2.664
C 0.605 -2.624 2.786
P 1.321 -0.937 3.147
C 3.002 -0.822 2.484
C 1.405 -0.832 4.960
H -3.601 -0.066 1.400
H -3.943 -1.735 1.955
H -2.884 -1.454 0.532
H -2.905 -1.547 4.642
H -1.636 -0.308 4.956
H -3.175 0.166 4.154
H -1.409 -3.193 3.502
H -1.255 -3.171 1.749
H 0.963 -3.300 3.582
H 1.087 -2.962 1.851
H 3.561 -0.042 3.017
H 3.526 -1.779 2.609
H 2.975 -0.565 1.418
H 1.493 0.212 5.282
H 0.514 -1.276 5.420
H 2.295 -1.371 5.311
```

Computed properties:
Spin multiplicity ... 6
E_LUMO (alpha / beta) ... -2.0 / -5.4 eV
Charge ... +1
DFT total energy ... -54495.162 eV
⟨S²⟩ ... 8.776
HOMO energy (alpha / beta) ... -6.3861 / -10.5389 eV

2.
Formula: C24H36P2SiSn
Source: OMol25
Level of theory: wB97M-V/def2-TZVPD

```
64
Properties=species:S:1:pos:R:3
C 4.061 -1.893 -0.114
C 3.581 -1.677 -1.431
C 2.913 -0.392 -1.454
H 3.676 -2.355 -2.305
C 3.017 0.165 -0.104
C 3.729 -0.771 0.677
H 4.090 -0.609 1.673
H 4.621 -2.756 0.213
H 2.586 0.138 -2.334
H 2.805 1.177 0.181
Sn 1.152 -1.178 -0.125
C -2.103 2.732 0.816
H -1.100 2.855 0.355
H -2.812 3.398 0.357
H -2.172 2.972 1.941
Si -0.049 1.677 -1.463
C -1.259 0.696 -2.498
C -0.604 -0.289 -3.275
H 0.397 -0.623 -3.043
C -1.210 -0.716 -4.478
H -0.642 -1.321 -5.190
C -2.529 -0.317 -4.723
H -3.017 -0.715 -5.625
C -3.250 0.470 -3.823
H -4.274 0.738 -4.058
C -2.616 0.951 -2.679
H -3.147 1.627 -2.027
C -0.149 3.362 -2.321
C -0.312 3.324 -3.718
H -0.576 2.388 -4.177
C -0.109 4.421 -4.552
H -0.174 4.321 -5.628
C 0.256 5.631 -3.954
H 0.486 6.476 -4.581
C 0.202 5.747 -2.562
H 0.406 6.718 -2.131
C -0.050 4.639 -1.746
H -0.146 4.788 -0.685
H 1.394 1.703 -1.173
H -2.330 1.638 0.712
C -2.197 -2.724 1.460
P -2.627 -1.938 3.069
C -2.384 -3.416 4.182
C -1.136 -0.843 3.389
C 0.131 -1.436 4.046
P 1.374 -2.133 2.877
C 2.895 -1.785 3.857
C 1.243 -3.921 3.320
H -3.023 -3.429 1.246
H -1.241 -3.276 1.504
H -2.181 -1.948 0.665
H -2.432 -3.074 5.226
H -3.233 -4.068 3.958
H -1.430 -3.919 3.983
H -0.859 -0.373 2.419
H -1.526 -0.056 4.076
H 0.653 -0.598 4.571
H -0.107 -2.169 4.847
H 2.737 -1.989 4.926
H 3.734 -2.392 3.488
H 3.172 -0.727 3.741
H 0.909 -4.089 4.346
H 0.559 -4.443 2.646
H 2.229 -4.392 3.213
```

Computed properties:
E_LUMO ... -8.5 eV
Charge ... +2
DFT total energy ... -57739.692 eV
HOMO energy ... -13.0304 eV

3.
Formula: C24H37As3N3O2Se2Te2V
Source: OMol25
Level of theory: wB97M-V/def2-TZVPD

```
74
Properties=species:S:1:pos:R:3
V 0.440 -1.408 -1.255
O -3.146 1.133 -3.283
C -2.482 1.471 -4.404
C -3.176 2.175 -5.389
C -2.547 2.528 -6.565
C -1.213 2.188 -6.785
C -0.520 1.506 -5.805
C -1.131 1.146 -4.603
C -0.374 0.444 -3.537
O -1.013 0.006 -2.521
N 0.948 0.401 -3.690
N 1.539 -0.259 -2.672
C 2.790 -0.055 -2.435
C 3.349 -0.632 -1.220
C 4.691 -0.482 -0.875
C 5.134 -1.003 0.326
C 4.240 -1.675 1.149
C 2.927 -1.802 0.731
N 2.483 -1.276 -0.409
H -2.526 0.557 -2.771
H -4.215 2.416 -5.206
H -3.101 3.068 -7.324
H -0.727 2.449 -7.716
H 0.516 1.232 -5.944
H 3.379 0.589 -3.082
H 5.363 0.034 -1.547
H 6.172 -0.896 0.615
H 4.552 -2.112 2.086
H 2.197 -2.360 1.305
C -2.619 -3.310 0.173
As -1.111 -2.249 0.802
C -0.462 -3.506 2.151
C -2.091 -0.932 1.886
C -1.364 0.297 2.481
C -2.348 0.892 3.501
C -1.070 1.378 1.427
As 0.252 1.047 -0.001
C -0.185 2.613 -1.074
C 1.893 1.764 0.789
C -0.079 -0.188 3.172
As 1.240 0.935 4.171
C 0.532 0.570 5.969
C 0.665 2.824 4.137
H -3.283 -3.554 1.004
H -2.213 -4.224 -0.268
H -3.153 -2.771 -0.607
H -1.295 -3.841 2.770
H 0.304 -3.064 2.788
H -0.044 -4.360 1.612
H -2.538 -1.500 2.708
H -2.914 -0.587 1.252
H -3.295 1.127 3.011
H -1.974 1.806 3.958
H -2.553 0.171 4.296
H -0.745 2.293 1.927
H -1.996 1.620 0.896
H -0.071 3.519 -0.477
H -1.208 2.532 -1.436
H 0.489 2.649 -1.931
H 1.676 2.622 1.423
H 2.528 2.092 -0.035
H 2.425 1.008 1.365
H 0.536 -0.704 2.427
H -0.354 -0.949 3.909
H 0.640 -0.493 6.185
H -0.520 0.846 6.044
H 1.106 1.132 6.704
H 0.948 3.306 3.204
H 1.226 3.302 4.942
H -0.395 2.978 4.319
Se -0.765 -3.065 -2.939
Te -1.723 -5.172 -3.724
Te 0.192 -6.227 -0.821
Se 1.164 -4.010 -1.265
```

Computed properties:
Spin multiplicity ... 4
Relative energy (zero: lowest compared OMol25 entry of this formula, charge and spin) ... 63.5 kcal per mole
E_LUMO (alpha / beta) ... 1.6 / 1.4 eV
Charge ... -1
DFT total energy ... -387538.760 eV
⟨S²⟩ ... 3.789
HOMO energy (alpha / beta) ... -2.8007 / -2.8372 eV

4.
Formula: C24H37AsF9N2O3S2Si
Source: OMol25
Level of theory: wB97M-V/def2-TZVPD

```
79
Properties=species:S:1:pos:R:3
C 4.311 -0.511 -1.123
Si 5.193 0.676 0.142
C 7.086 0.448 -0.044
C 4.564 0.136 1.904
C 2.962 0.300 1.923
C 2.161 -1.077 2.096
F 2.063 -1.407 3.497
F 2.907 -2.179 1.498
C 0.716 -1.066 1.342
C -0.466 -1.695 2.225
C -1.956 -1.327 1.663
C -2.595 -0.076 2.440
S -2.225 1.590 1.706
C -2.721 1.690 -0.073
S -1.481 1.940 -1.209
N -4.089 1.614 -0.619
C -4.990 0.726 0.167
C -5.749 1.473 1.389
O -5.246 2.798 1.688
C -5.224 3.658 0.527
C -4.709 2.950 -0.832
O 0.922 -1.772 0.070
C 0.570 -0.837 -0.983
C 0.969 -1.374 -2.471
N 0.129 -0.545 -3.425
C 0.662 -2.934 -2.676
C -0.924 -3.226 -2.872
O -1.554 -3.854 -1.989
F -1.681 -2.760 -3.991
C 4.604 2.510 -0.052
C 3.327 2.769 -0.920
C 2.809 4.244 -1.046
C 3.538 5.436 -0.316
C 4.833 5.144 0.528
C 5.343 3.682 0.653
H 4.877 -0.476 -2.122
H 4.253 -1.572 -0.685
H 3.243 -0.116 -1.220
H 7.305 -0.339 -0.866
H 7.672 1.396 -0.293
H 7.483 -0.023 0.938
H 4.945 -0.907 2.168
H 4.976 0.934 2.640
H 2.555 0.793 0.955
H 2.594 0.996 2.775
H 0.440 0.047 1.173
H -0.382 -2.837 2.351
H -0.412 -1.208 3.268
H -2.614 -2.244 1.933
H -1.993 -1.242 0.525
H -2.238 -0.047 3.530
H -3.734 -0.243 2.483
H -5.830 0.397 -0.564
H -4.482 -0.265 0.483
H -5.584 0.844 2.348
H -6.869 1.522 1.151
H -6.219 4.205 0.324
H -4.461 4.498 0.767
H -5.659 2.764 -1.473
H -4.058 3.660 -1.466
H -0.569 -0.738 -0.991
H 1.108 0.188 -0.885
H 2.054 -1.144 -2.749
H -0.853 -0.521 -3.107
H 0.453 0.442 -3.334
H 0.959 -3.564 -1.754
H 1.204 -3.268 -3.633
H 2.730 1.970 -1.469
H 1.857 4.470 -1.647
H 3.068 6.464 -0.441
H 5.344 6.022 1.048
H 6.266 3.475 1.289
F -6.376 -5.099 -0.625
As -4.784 -5.925 -0.611
F -4.461 -5.333 -2.271
F -5.545 -7.403 -1.285
F -3.192 -6.752 -0.594
F -5.108 -6.518 1.051
F -4.023 -4.447 0.066
```

Computed properties:
E_LUMO ... 0.8 eV
Charge ... -1
DFT total energy ... -149452.341 eV
HOMO energy ... -6.8665 eV

5.
Formula: C24H37AuN3P2S
Source: OMol25
Level of theory: wB97M-V/def2-TZVPD

```
68
Properties=species:S:1:pos:R:3
C -1.603 3.195 -4.146
C -1.425 1.851 -3.860
C -0.106 1.300 -3.921
C 0.972 2.203 -3.964
C 0.795 3.538 -4.290
C -0.500 4.019 -4.395
C 2.250 1.623 -3.488
C 2.508 0.213 -3.934
C 1.358 -0.603 -3.894
C 1.538 -2.006 -3.674
C 2.816 -2.528 -3.781
C 3.932 -1.698 -3.983
C 3.791 -0.321 -4.041
H -2.601 3.617 -4.050
H 1.653 4.170 -4.509
H -0.666 5.068 -4.581
H 3.106 2.251 -3.662
H 2.946 -3.591 -3.574
H 4.919 -2.143 -4.013
H 4.644 0.335 -4.156
N 0.097 -0.054 -3.718
Au -0.230 -0.188 -1.072
C -2.486 1.040 -3.188
H -2.545 0.016 -3.586
H -3.450 1.563 -3.221
C 0.388 -2.784 -3.094
H -0.554 -2.569 -3.618
H 0.629 -3.850 -3.088
P -2.122 0.921 -1.412
P 0.149 -2.371 -1.334
C 1.506 -3.012 -0.409
H 1.373 -2.788 0.653
H 1.545 -4.094 -0.550
H 2.447 -2.573 -0.736
C -1.315 -3.245 -0.833
H -1.140 -4.309 -0.997
H -1.510 -3.069 0.228
H -2.192 -2.931 -1.403
C -2.156 2.561 -0.684
H -3.109 3.037 -0.965
H -2.080 2.473 0.413
H -1.312 3.156 -1.060
C -3.464 -0.027 -0.682
H -3.334 -0.079 0.412
H -4.397 0.498 -0.931
H -3.482 -1.048 -1.093
H 2.083 1.655 -2.409
H -0.039 1.185 1.998
C -2.378 0.164 3.753
N -1.176 0.079 4.604
C -1.417 0.120 6.035
C 0.025 -0.016 4.012
S 0.041 -0.148 2.238
N 1.216 -0.044 4.625
C 1.519 -0.081 6.055
C 2.430 -0.110 3.794
H -3.239 0.227 4.418
H -2.467 -0.722 3.112
H -2.355 1.066 3.127
H -1.050 -0.784 6.529
H -0.980 1.015 6.489
H -2.501 0.182 6.189
H 1.984 -1.046 6.312
H 2.245 0.712 6.270
H 0.658 0.081 6.688
H 2.462 -1.037 3.203
H 2.488 0.747 3.118
H 3.286 -0.076 4.468
```

Computed properties:
Spin multiplicity ... 3
Relative energy (zero: lowest compared OMol25 entry of this formula, charge and spin) ... 0.0 kcal per mole
E_LUMO (alpha / beta) ... -2.5 / -4.4 eV
Charge ... +1
DFT total energy ... -63055.862 eV
⟨S²⟩ ... 2.056
HOMO energy (alpha / beta) ... -6.4706 / -10.4353 eV

6.
Formula: C24H37BF15O16SZr2
Source: OMol25
Level of theory: wB97M-V/def2-TZVPD

```
96
Properties=species:S:1:pos:R:3
Zr 1.575 12.668 0.629
Zr -1.467 15.727 4.227
B 0.567 16.613 4.263
H 1.591 16.950 4.300
H 0.126 16.462 5.237
H -0.090 17.283 3.731
H 0.561 15.700 3.689
O -0.853 13.885 5.204
C 0.309 13.034 5.249
C 0.805 12.066 4.039
O 1.154 12.560 2.785
H 0.316 12.455 6.172
H 1.156 13.675 5.496
H 0.038 11.328 3.805
H 1.611 11.470 4.468
C -2.954 11.104 5.402
C -3.789 12.306 5.827
O -4.689 12.529 4.764
C -4.433 13.442 3.808
O -3.448 14.189 3.770
C -5.354 13.316 2.558
F -4.661 12.811 1.521
F -6.526 12.604 2.826
F -5.632 14.547 2.051
H -3.582 10.290 5.040
H -2.374 10.748 6.254
H -2.298 11.361 4.571
H -3.188 13.164 6.131
H -4.475 12.037 6.630
C 5.490 12.020 5.463
C 4.649 12.035 4.205
O 5.420 12.059 3.054
C 4.956 12.354 1.802
O 3.769 12.488 1.542
C 6.056 12.459 0.673
F 7.264 12.226 1.107
F 5.753 11.542 -0.197
F 5.929 13.587 0.072
H 6.121 11.137 5.364
H 4.878 12.089 6.363
H 6.128 12.903 5.415
H 4.132 12.986 4.079
H 3.916 11.229 4.229
C 2.776 16.231 7.031
C 2.628 16.537 8.539
O 1.578 15.671 9.072
C 1.913 14.434 9.440
O 3.047 14.093 9.776
C 0.664 13.554 9.648
F -0.358 14.200 9.036
F 0.892 12.397 9.006
F 0.478 13.446 10.964
H 3.396 15.351 6.860
H 3.156 17.128 6.542
H 1.768 16.004 6.685
H 2.347 17.586 8.630
H 3.562 16.476 9.097
C 1.363 7.675 -0.880
C 0.336 8.737 -1.263
O -0.709 8.788 -0.322
C -0.624 9.706 0.731
O 0.261 10.569 0.774
C -1.899 9.630 1.676
F -1.663 9.858 3.013
F -2.747 10.592 1.297
F -2.443 8.430 1.670
H 1.830 8.066 0.024
H 2.077 7.608 -1.701
H 0.955 6.679 -0.713
H 0.021 8.393 -2.247
H 0.856 9.689 -1.371
C 2.661 10.201 7.489
C 2.036 9.155 8.378
O 0.843 8.681 7.737
C -0.035 7.762 8.414
O 0.079 7.292 9.484
C -1.259 7.302 7.560
F -2.338 8.054 7.774
F -0.967 7.343 6.263
F -1.577 6.093 7.932
H 3.324 9.745 6.753
H 3.352 10.865 8.009
H 1.914 10.879 7.077
H 1.795 9.600 9.343
H 2.719 8.349 8.647
C 1.693 8.169 4.899
C 0.894 7.448 3.770
O 1.743 7.026 2.787
S 3.113 7.960 2.844
O 2.820 9.278 2.230
O 4.243 7.214 2.374
O 3.053 8.044 4.511
H 1.553 7.633 5.838
H 1.338 9.199 4.947
H 0.009 7.937 3.363
H 0.565 6.468 4.117
```

Computed properties:
E_LUMO ... -19.4 eV
Charge ... +5
DFT total energy ... -113010.319 eV
HOMO energy ... -21.0303 eV